(1)
Density functional theory data (the ωB97M-V functional and the def2-TZVPD basis) for a 3-piece molecular cluster, C15H15N3 overall at a distorted geometry.

Its net charge is +1. The value obtained for the energy above the lowest of the compared OMol25 structures with the same formula, charge and spin is 0.161 eV. The value obtained for the HOMO-LUMO gap (alpha / beta) is 7.97 / 2.96 eV. Its multiplicity is 2.

```
33
C15H15N3, DFT the ωB97M-V functional and the def2-TZVPD basis
N 0.8219 2.1362 -5.4123
C 1.2618 2.1753 -4.1489
C 1.3026 3.3435 -3.3776
C 0.8630 4.5330 -4.0048
C 0.3397 4.5028 -5.3615
C 0.3412 3.2623 -6.0023
H 1.5752 1.2137 -3.7699
H 1.7492 3.3898 -2.3954
H 1.0473 5.4463 -3.4587
H 0.0771 5.3481 -5.9803
H -0.0735 3.0618 -6.9791
N 0.2783 -0.3017 1.7003
C 1.3153 0.3633 1.1073
C 1.0728 1.1181 -0.0625
C -0.1533 1.1950 -0.5933
C -1.2104 0.5706 0.0088
C -0.9198 -0.2756 1.1143
H 2.2990 0.4699 1.5400
H 1.7920 1.7907 -0.5062
H -0.3776 1.7730 -1.4775
H -2.1917 0.6000 -0.4414
H -1.6493 -0.9589 1.5234
N -1.3759 -2.7648 5.0486
C -1.7811 -4.0473 5.4564
C -1.2892 -5.1930 4.8005
C -0.3731 -5.0252 3.7577
C 0.0619 -3.7432 3.4333
C -0.5410 -2.6629 3.9869
H -2.5845 -4.0851 6.1771
H -1.7723 -6.1574 4.8554
H -0.1863 -5.8938 3.1436
H 0.6853 -3.5659 2.5694
H -0.4043 -1.6185 3.7485
```

=====

(2)
Density functional theory data (the ωB97M-V functional and the def2-TZVPD basis) for C6H9EuO5 as an isolated structure at a distorted geometry.

Its net charge is +1. The value obtained for the energy above the lowest of the compared OMol25 structures with the same formula, charge and spin is 0.000 eV. The value obtained for the HOMO-LUMO gap (alpha / beta) is 7.35 / 7.47 eV. Its multiplicity is 8.

```
21
C6H9EuO5, DFT the ωB97M-V functional and the def2-TZVPD basis
O -0.9605 0.0144 -0.2925
C 0.1702 0.6963 -0.9228
O -0.0889 1.4929 -1.8297
O 0.5930 1.3803 0.4341
C 1.5570 2.3265 0.3897
C -1.6538 -0.9045 -1.1355
H -2.1374 -0.3347 -1.9420
H -0.9245 -1.5912 -1.5951
C -2.6691 -1.6767 -0.3271
H -2.1818 -2.2403 0.4810
H -3.4240 -1.0028 0.0998
H -3.1824 -2.3945 -0.9806
C 2.0908 2.8916 1.4727
H 1.8964 2.5645 -0.6227
H 2.8398 3.6726 1.3487
H 1.9137 2.4896 2.4719
O 2.4759 -3.2350 0.0168
C 1.9137 -2.3847 0.5707
O 1.3381 -1.8132 1.4238
Eu -0.5743 0.1908 2.0220
H 1.0084 -0.1421 -1.0831
```

=====

(3)
Density functional theory data (the ωB97M-V functional and the def2-TZVPD basis) for C7H11FeNO10 as an isolated structure at a distorted geometry.

Its net charge is -3. The value obtained for the energy above the lowest of the compared OMol25 structures with the same formula, charge and spin is 0.000 eV. The value obtained for the HOMO-LUMO gap (alpha / beta) is 3.72 / 3.65 eV. Its multiplicity is 6.

```
30
C7H11FeNO10, DFT the ωB97M-V functional and the def2-TZVPD basis
Fe 0.1358 -0.6552 -1.7139
C -0.8495 -2.8680 -2.5343
O -2.1325 -2.9671 -2.5669
O -0.1934 -2.6680 -1.4034
O -0.5233 -1.8138 -3.2396
C -1.8895 1.0292 -2.1685
O -2.4821 0.7993 -3.3035
O -0.6105 1.1681 -2.0750
O -2.0469 -0.1307 -1.5249
C 3.0171 0.3842 -2.6793
O 3.1550 1.6232 -2.3770
O 1.9530 -0.2605 -2.2277
O 3.9783 -0.2100 -3.2470
C -1.1179 -1.4325 1.4303
C -0.4280 -0.0856 1.3539
C 0.1677 0.2842 2.7128
O 0.9710 1.4373 2.6117
C 0.2752 2.6401 2.3900
N 0.5894 -0.2511 0.3080
H -1.7021 -1.4991 2.3580
H -0.4239 -2.2725 1.5016
H -1.7337 -1.5723 0.5407
H -1.1236 0.6930 1.0429
H 0.7975 -0.4881 3.1685
H -0.5704 0.4029 3.5209
H 0.9627 3.4418 2.1133
H -0.2478 2.9750 3.2929
H -0.3919 2.6242 1.5245
H 1.3023 -0.8976 0.6550
H 1.1619 0.5697 0.5361
```

=====

(4)
Density functional theory data (the ωB97M-V functional and the def2-TZVPD basis) for a 11-piece molecular cluster, C36H72BN4O22S2 overall at a distorted geometry.

Its net charge is -1. The value obtained for the HOMO-LUMO gap is 8.79 eV. Its multiplicity is 1.

```
137
C36H72BN4O22S2, DFT the ωB97M-V functional and the def2-TZVPD basis
O -1.0502 -1.3024 -0.4986
C 0.1128 -1.0597 -0.6003
O 1.1117 -0.9030 0.2916
B 2.3609 -0.6733 -0.4878
O 1.9172 -0.4005 -1.8483
C 0.6582 -0.8294 -2.0531
O 0.0839 -1.1437 -3.0268
O 3.3018 -1.8325 -0.4471
C 4.4204 -1.5424 0.2287
O 5.3879 -2.1803 0.5886
C 4.1613 -0.0697 0.7239
O 3.0509 0.3980 0.1877
O 4.8810 0.5415 1.4876
C 0.2864 4.6045 -3.6335
S 0.9455 5.7328 -4.8886
O -0.1133 6.7704 -5.2176
C 2.2847 6.5527 -3.8900
H -0.2240 3.8005 -4.1636
H -0.2630 5.0904 -2.8271
H 1.2264 4.2620 -3.2008
H 1.7807 7.1304 -3.1152
H 2.7853 7.3803 -4.3927
H 2.9642 5.8208 -3.4534
C -1.6996 -6.6063 -4.4684
S -3.5134 -6.4791 -5.0128
O -3.8502 -7.7351 -5.8227
C -4.2221 -6.6824 -3.2873
H -1.4375 -7.4781 -3.8688
H -1.6797 -5.7236 -3.8292
H -1.0418 -6.4662 -5.3261
H -5.3022 -6.6177 -3.1553
H -3.8771 -5.8904 -2.6226
H -3.8353 -7.5755 -2.7966
C -0.6514 2.1292 4.3958
O -0.5753 1.8645 5.6365
N -1.4538 3.0973 3.8898
C -1.4592 3.4651 2.4453
C -2.1546 4.0986 4.7064
H -0.1370 1.7241 3.5106
H -2.5204 3.6191 2.2498
H -1.2571 2.5210 1.9396
H -0.8658 4.3576 2.2464
H -1.5147 4.9801 4.7472
H -3.1023 4.5188 4.3693
H -2.3038 3.7670 5.7339
C 9.6946 1.0415 6.3384
O 10.4933 0.5222 5.5769
N 9.9690 1.5252 7.5248
C 8.9604 1.7858 8.5873
C 11.3734 1.7085 7.9275
H 8.6045 0.9622 6.2056
H 9.1597 2.7390 9.0769
H 8.7471 0.9568 9.2622
H 8.0761 2.0081 7.9900
H 11.4398 1.4083 8.9733
H 12.1298 1.1690 7.3576
H 11.6811 2.7528 7.8730
C 11.4811 4.6270 -1.5198
O 11.8165 5.3174 -2.5151
N 10.2367 4.1514 -1.2117
C 10.1540 3.2379 -0.0512
C 9.0245 4.3549 -1.9978
H 12.2141 4.4277 -0.7228
H 9.5253 2.3671 -0.2368
H 9.7436 3.7231 0.8343
H 11.1017 2.7960 0.2564
H 9.1969 5.0062 -2.8547
H 8.8366 3.3840 -2.4564
H 8.1626 4.7802 -1.4837
C 3.7184 5.0466 5.3975
O 4.0639 5.1855 6.5786
N 3.3768 6.0538 4.6034
C 3.2044 6.0059 3.1200
C 3.3102 7.4371 5.0645
H 3.7056 4.1279 4.7907
H 2.5892 5.2058 2.7082
H 4.2133 5.9785 2.7085
H 2.6718 6.8492 2.6803
H 2.5061 7.9173 4.5070
H 3.2441 7.7163 6.1161
H 4.2100 7.9467 4.7198
O -9.4543 -2.3865 5.2350
C -8.9643 -1.2757 5.4139
O -7.7184 -0.8703 5.1384
C -6.9634 -1.4512 4.1172
C -5.8747 -0.3553 3.7640
C -9.8248 -0.1128 5.9651
H -7.6580 -1.6351 3.2975
H -6.5510 -2.3509 4.5740
H -5.3757 0.0197 4.6576
H -6.4963 0.5058 3.5189
H -5.1744 -0.6927 2.9999
H -9.5812 0.7723 5.3774
H -9.3295 0.1815 6.8904
H -10.8720 -0.3648 6.1322
O -7.5797 -3.8798 -6.9863
C -8.0739 -4.0206 -5.8496
O -7.8814 -3.3625 -4.7269
C -6.8306 -2.3595 -4.6478
C -7.3872 -0.9730 -4.8453
C -8.7287 -5.3042 -5.5696
H -6.0509 -2.3560 -5.4094
H -6.4107 -2.5766 -3.6656
H -7.5733 -0.7169 -5.8883
H -6.5774 -0.3317 -4.4976
H -8.2968 -0.9139 -4.2475
H -8.1792 -6.1545 -5.1658
H -9.0495 -5.5761 -6.5752
H -9.6524 -5.2580 -4.9927
O -1.3165 -7.0098 0.9677
C -1.8354 -7.0156 2.0553
O -1.6374 -7.9297 3.0968
C -0.9698 -9.1438 3.0559
C -1.5098 -9.9968 4.1746
C -2.6841 -5.8491 2.5834
H 0.1058 -8.9984 3.1559
H -1.2140 -9.6136 2.1031
H -2.5874 -10.0794 4.0329
H -1.3145 -9.5574 5.1529
H -1.0721 -10.9905 4.0794
H -3.5979 -5.8079 1.9907
H -2.0814 -4.9421 2.6309
H -3.0927 -6.0230 3.5789
O -1.1701 1.8861 -9.7049
C -2.3245 1.6070 -9.4066
O -2.9895 0.4965 -9.6356
C -2.3375 -0.6605 -10.1931
C -1.9041 -1.6818 -9.1171
C -3.1001 2.5961 -8.5944
H -1.3995 -0.3674 -10.6646
H -2.8460 -1.0791 -11.0617
H -2.2066 -1.2701 -8.1542
H -0.8363 -1.8298 -8.9555
H -2.3353 -2.6769 -9.2265
H -2.7137 3.6133 -8.6576
H -3.0268 2.2065 -7.5791
H -4.1460 2.6581 -8.8951
```

=====

Energy list, top to bottom, in eV: -20257.40724, -35926.87639, -63781.55684, -111854.04772